[1]
DFT (wB97M-V/def2-TZVPD) results for a molecular structure, C4H4O6Rb.

Each line ends with the Mulliken charge.
Positions of all 15 atoms, in Å:
O  1.461  -0.084  0.539  -0.711
C  2.114  -0.820  -0.247  0.608
O  3.063  -0.497  -0.966  -0.746
Rb  -0.559  1.514  0.861  1.002
O  -1.213  -1.329  0.150  -0.367
O  -1.704  -1.626  -1.966  -0.712
C  -1.706  -0.807  -1.021  0.742
O  -1.625  0.444  -1.057  -0.836
O  1.748  -2.142  -0.351  -0.349
C  0.766  -2.707  0.501  -0.376
C  -0.619  -2.730  -0.121  -0.428
H  1.077  -3.744  0.685  0.345
H  0.740  -2.173  1.460  0.262
H  -1.269  -3.396  0.466  0.293
H  -0.551  -3.251  -1.084  0.270

## Properties
Net charge: -1
E_LUMO, eV: 1.799
Electronic energy, Eh: -630.45085

---

[2]
DFT (wB97M-V/def2-TZVPD) results for a molecular structure, C16H17AuF4N4O.

Each line ends with the natural charge from an NBO analysis.
Positions of all 43 atoms, in Å:
Au  0.446  -0.432  -0.765  0.684
C  -2.121  -1.545  -2.947  -0.419
N  -1.915  -1.095  -1.575  -0.470
C  -2.474  -2.053  -0.633  -0.409
C  -2.451  0.243  -1.352  -0.228
C  -1.672  1.337  -2.058  -0.230
N  -0.268  1.392  -1.657  -0.765
C  0.474  2.499  -1.942  0.100
C  1.834  2.613  -1.552  0.284
F  2.425  1.609  -0.880  -0.328
C  2.621  3.707  -1.816  0.343
F  3.891  3.683  -1.387  -0.315
C  2.157  4.814  -2.492  -0.407
C  0.847  4.741  -2.901  0.354
F  0.316  5.767  -3.586  -0.314
C  0.040  3.652  -2.651  0.223
F  -1.209  3.726  -3.168  -0.326
H  -3.192  -1.637  -3.186  0.168
H  -1.650  -2.517  -3.088  0.202
H  -1.668  -0.844  -3.647  0.213
H  -3.562  -2.170  -0.759  0.170
H  -2.277  -1.725  0.389  0.199
H  -2.006  -3.027  -0.780  0.199
H  -2.422  0.437  -0.275  0.197
H  -3.503  0.298  -1.677  0.176
H  -2.195  2.257  -1.814  0.204
H  -1.776  1.207  -3.143  0.175
H  2.779  5.674  -2.698  0.242
N  1.934  -3.545  5.682  -0.807
C  1.251  -2.421  5.347  0.648
O  0.735  -1.697  6.173  -0.584
C  1.152  -2.092  3.872  -0.087
C  0.579  -0.875  3.531  -0.199
C  0.465  -0.529  2.197  0.050
N  0.882  -1.339  1.205  -0.496
C  1.432  -2.509  1.538  0.053
C  1.585  -2.919  2.850  -0.225
H  2.028  -3.755  6.660  0.414
H  2.424  -4.110  5.019  0.394
H  0.235  -0.214  4.314  0.260
H  0.038  0.419  1.897  0.228
H  1.760  -3.137  0.720  0.214
H  2.034  -3.887  3.036  0.215

## Properties
Net charge: 0
E_LUMO, eV: -0.776
Electronic energy, Eh: -1449.26809